Record 1
ORCA calculation (ωB97M-V/def2-TZVPD) on C27H31BrCl3CoF5GeN10O2S2 as an isolated structure in a non-equilibrium geometry.

Geometry as ORCA input:
```
! wB97M-V def2-TZVPD RIJCOSX def2/J DEFGRID3
* xyz -1 3
Co -0.31 0.44 0.67
F -0.90 3.34 1.66
C -0.25 2.66 2.63
C 0.11 1.34 2.41
C 0.84 0.78 3.46
F 1.30 -0.48 3.37
C 1.18 1.46 4.63
F 1.94 0.88 5.57
C 0.77 2.78 4.80
F 1.09 3.46 5.91
C 0.04 3.38 3.79
F -0.36 4.66 3.91
Cl 3.95 -1.94 -4.16
Ge 2.65 -1.21 -2.42
Cl 4.30 -0.04 -1.34
Cl 1.86 0.92 -3.67
C -5.07 2.30 0.33
C -4.39 1.87 -0.97
C -3.92 3.10 -1.76
C -5.36 1.05 -1.83
N -3.29 0.96 -0.64
N -2.27 1.51 0.16
H -5.99 2.84 0.11
H -4.43 2.95 0.91
H -5.31 1.42 0.92
H -4.78 3.65 -2.13
H -3.31 2.79 -2.61
H -3.32 3.77 -1.15
H -6.28 1.59 -1.99
H -5.57 0.11 -1.32
H -4.90 0.83 -2.79
H -2.89 0.56 -1.49
H -2.60 1.50 1.12
H -2.06 2.48 -0.10
Br 3.95 -3.90 4.21
C 2.72 -3.51 2.78
C 1.47 -4.21 2.91
C 0.24 -3.82 2.49
C -0.03 -2.57 1.83
C 0.95 -2.00 1.15
C 3.14 -2.63 1.86
C -1.40 -1.90 1.97
O -2.32 -2.56 2.43
O -1.46 -0.70 1.58
H 1.52 -5.11 3.51
H -0.63 -4.40 2.77
H 2.07 -0.26 0.99
H 4.08 -2.11 1.94
N 3.58 -5.21 -0.86
C 3.08 -4.18 -0.63
N 2.45 -3.08 -0.52
C 2.29 -2.38 0.65
N 1.66 -1.04 0.48
C 5.21 3.23 -0.47
C 4.17 2.96 0.61
C 2.84 2.66 0.04
N 2.03 1.79 0.51
N 0.87 1.67 -0.17
C 0.80 2.48 -1.20
N -0.27 2.61 -2.02
S 2.20 3.49 -1.36
H 6.16 3.51 -0.02
H 4.89 4.03 -1.13
H 5.36 2.33 -1.07
H 4.09 3.83 1.27
H 4.46 2.10 1.21
H -0.84 1.76 -2.02
H -0.02 2.90 -2.95
C -3.37 -2.32 -2.82
N -2.52 -1.36 -3.46
C -2.80 -0.83 -4.78
C -1.64 0.16 -4.99
N -1.04 0.27 -3.67
C -1.48 -0.73 -2.87
S -0.86 -1.15 -1.38
H -4.40 -1.97 -2.80
H -3.01 -2.47 -1.80
H -3.34 -3.28 -3.35
H -3.77 -0.32 -4.79
H -2.82 -1.63 -5.52
H -1.99 1.14 -5.33
H -0.90 -0.21 -5.71
H -0.03 0.53 -3.64
*
```

Values from the calculation:
* frontier orbital gap (spin up / spin down): 7.4355 / 5.3250 eV
* E_tot: -284510.3293 eV
* ⟨S²⟩: 2.028
* HOMO (spin up / spin down): -0.201 / -0.201 hartree

=====

Record 2
ORCA calculation (ωB97M-V/def2-TZVPD) on a 2-piece molecular cluster, C5H10O2 overall.

Geometry as ORCA input:
```
! wB97M-V def2-TZVPD RIJCOSX def2/J DEFGRID3
* xyz 0 1
C 0.19 -1.10 -1.10
C -0.75 -0.17 -1.23
C -2.01 -0.20 -0.38
C -1.48 0.61 0.77
O -0.95 0.14 1.76
H 1.14 -1.03 -1.62
H 0.04 -1.98 -0.48
H -0.58 0.72 -1.82
H -2.86 0.28 -0.87
H -2.26 -1.22 -0.07
H -1.48 1.70 0.59
C 2.08 0.60 0.62
O 1.53 -0.66 0.91
H 2.96 0.44 -0.01
H 2.37 1.11 1.54
H 1.39 1.25 0.05
H 0.68 -0.51 1.34
*
```

Values from the calculation:
* frontier orbital gap: 9.8818 eV
* E_tot: -9440.2376 eV
* SMILES string: C=CCC=O.CO
* HOMO: -0.340 hartree

=====

Record 3
ORCA calculation (ωB97M-V/def2-TZVPD) on an isolated ion of composition C2H9N4 and charge +1 in a non-equilibrium geometry.

Geometry as ORCA input:
```
! wB97M-V def2-TZVPD RIJCOSX def2/J DEFGRID3
* xyz 1 1
H -1.13 0.20 2.26
N -1.49 0.48 1.37
C -1.20 0.80 0.22
N -1.96 0.99 -0.87
N 0.52 0.75 -0.39
N 0.89 -0.63 -0.58
C 1.53 -1.06 0.72
H -2.89 1.22 -0.73
H -1.56 1.53 -1.61
H 0.40 1.22 -1.24
H 0.11 -1.25 -0.82
H 1.62 -0.74 -1.26
H 0.86 -1.16 1.49
H 2.02 -2.01 0.64
H 2.29 -0.32 0.80
*
```

Values from the calculation:
* frontier orbital gap: 10.7182 eV
* E_tot: -8170.9660 eV
* SMILES string: [H]/N=C(/N)N[NH2+]C
* HOMO: -0.517 hartree

=====

Record 4
ORCA calculation (ωB97M-V/def2-TZVPD) on an isolated ion of composition C8H16N6P and charge +1 in a non-equilibrium geometry.

Geometry as ORCA input:
```
! wB97M-V def2-TZVPD RIJCOSX def2/J DEFGRID3
* xyz 1 1
C 4.52 -1.10 1.28
C 4.11 -0.06 0.83
C 3.33 0.99 0.14
N 1.89 0.79 0.39
C 1.28 -0.23 -0.19
N 1.89 -1.09 -1.00
C 1.01 -1.99 -1.37
N -0.16 -1.66 -0.81
P -1.56 -2.68 -1.10
N -1.89 -3.48 0.20
N -0.03 -0.55 -0.07
C -1.14 0.03 0.71
C -1.10 1.57 0.82
C -2.48 2.22 0.46
N -2.44 3.10 -0.71
H 4.73 -2.06 1.69
H 3.54 0.94 -0.93
H 3.62 1.96 0.55
H 1.45 1.44 1.03
H 1.19 -2.85 -2.00
H -2.67 -1.87 -1.45
H -1.23 -3.58 -2.13
H -2.83 -3.26 0.52
H -1.22 -0.49 1.66
H -2.05 -0.23 0.16
H -0.31 2.05 0.24
H -0.94 1.80 1.88
H -3.26 1.46 0.37
H -2.79 2.85 1.31
H -2.98 2.72 -1.47
H -1.49 3.26 -1.03
*
```

Values from the calculation:
* frontier orbital gap: 9.1315 eV
* E_tot: -26774.3054 eV
* SMILES string: C#CCNc1ncn([PH2]=N)[n+]1CCCN
* HOMO: -0.457 hartree

=====

Record 5
ORCA calculation (ωB97M-V/def2-TZVPD) on one molecule with the formula C8H9NO in a non-equilibrium geometry.

Geometry as ORCA input:
```
! wB97M-V def2-TZVPD RIJCOSX def2/J DEFGRID3
* xyz 0 1
C 2.48 -0.18 0.66
N 1.33 -1.08 0.52
C 0.29 -0.77 -0.15
C 0.13 0.36 -1.06
C -0.78 1.31 -0.79
C -1.77 1.35 0.25
C -2.31 0.22 0.79
C -2.04 -1.14 0.43
C -0.98 -1.58 -0.16
O -0.91 -2.84 -0.69
H 2.18 0.79 0.83
H 3.06 -0.60 1.47
H 3.12 -0.37 -0.23
H 0.77 0.58 -1.89
H -0.60 2.17 -1.52
H -2.19 2.28 0.75
H -3.02 0.36 1.59
H -2.76 -1.85 0.52
H -0.12 -2.92 -1.12
*
```

Values from the calculation:
* frontier orbital gap: 9.0011 eV
* E_tot: -11976.6375 eV
* SMILES string: C/N=c1\cccccc1O
* HOMO: -0.308 hartree